# 1
19
Properties=species:S:1:pos:R:3:forces:R:3:lowdin_charge:R:1 method="wB97M-V/def2-TZVPD" spin_multiplicity=1 charge=0 e_above_lowest_kj_mol=467.5 orbital_gap_ev=8.369 lumo_ev=0.17
C -1.080641 -0.517507 -2.324457 0.02 0.05 -0.02 -0.04
C -0.373222 1.701612 -0.579040 0.17 -0.18 0.30 0.11
C 0.739409 0.953552 -0.092014 -0.08 0.16 -0.52 -0.33
C 0.979514 1.211255 1.425609 -0.03 0.09 0.38 0.00
C 0.743142 -0.161326 0.978013 -0.23 0.20 0.20 -0.55
C -0.509458 -0.914789 1.341977 -0.06 -0.01 -0.02 -0.01
O 1.897494 -0.941230 0.959373 0.09 -0.24 -0.18 0.02
H -1.607554 -0.553354 -3.279439 0.03 -0.06 0.11 0.03
H -1.687370 -0.981274 -1.542820 0.05 0.11 -0.13 0.02
H -0.128337 -1.046935 -2.407954 -0.10 0.06 -0.01 0.03
H -1.261473 1.459578 0.041734 0.19 0.05 0.03 0.01
H -0.874190 0.539967 -2.086011 -0.14 -0.29 -0.18 -0.03
H 1.666780 0.969912 -0.664356 -0.09 0.03 0.11 0.13
H 0.202745 1.738481 1.966415 0.02 -0.08 -0.08 0.12
H 1.991739 1.511832 1.667699 -0.09 -0.07 -0.06 0.12
H -0.400957 -1.345114 2.341235 0.01 0.06 -0.09 0.09
H -0.685087 -1.731855 0.634253 0.04 0.08 0.06 0.08
H -1.390547 -0.271043 1.336583 0.10 -0.03 -0.01 0.08
H 1.778014 -1.621760 0.283199 0.09 0.06 0.10 0.11


# 2
19
Properties=species:S:1:pos:R:3:forces:R:3:lowdin_charge:R:1 method="wB97M-V/def2-TZVPD" spin_multiplicity=1 charge=0 e_above_lowest_kj_mol=137.9 orbital_gap_ev=10.055 lumo_ev=0.87 smiles="C=C(C)C(=C)C.O"
C -0.960496 1.341207 1.193198 0.41 0.01 -0.70 0.05
C -0.745119 0.214939 0.488295 0.04 0.30 0.23 -0.35
C -0.953622 -1.162212 1.108634 0.18 -0.60 -1.26 -0.07
C -0.275356 0.254416 -0.940175 0.65 0.62 0.07 -0.34
C 0.745584 1.067299 -1.305525 -1.03 -0.30 0.68 0.04
C -0.970505 -0.667062 -1.920857 1.54 0.95 -1.19 -0.06
H -0.841802 2.351430 0.743701 -0.13 -0.92 0.34 0.08
H -1.217812 1.285128 2.245329 -0.11 0.05 -0.08 0.06
H -0.072974 -1.844129 0.949853 -0.70 0.74 0.14 0.09
H -1.831129 -1.674422 0.646186 0.56 0.37 0.24 0.09
H -1.149660 -1.089437 2.159238 -0.05 0.10 0.60 0.06
H 1.083750 1.107388 -2.336761 0.02 0.02 0.16 0.06
H 1.181486 1.759708 -0.568226 -0.06 -0.46 -0.47 0.07
H -2.018637 -0.422421 -1.964812 -0.51 -0.12 0.06 0.08
H -0.818680 -1.701077 -1.620245 -0.15 -0.13 -0.23 0.07
H -0.527782 -0.459280 -2.960450 -0.66 -0.63 1.46 0.10
O 2.585662 -0.648491 1.083009 1.73 -1.02 2.00 -0.03
H 2.019992 -0.319856 0.437798 -1.68 1.06 -1.88 -0.05
H 2.465041 -0.096625 1.862901 -0.06 -0.03 -0.16 0.05


# 3
19
Properties=species:S:1:pos:R:3:forces:R:3:lowdin_charge:R:1 method="wB97M-V/def2-TZVPD" spin_multiplicity=1 charge=0 e_above_lowest_kj_mol=631.9 orbital_gap_ev=7.537 lumo_ev=0.52
C 2.881608 0.201165 0.186050 0.08 0.03 0.01 -0.12
C 1.487838 -0.421705 0.172786 0.05 -0.08 -0.01 -0.27
C 0.373613 0.624571 0.149328 0.14 0.10 -0.01 -0.19
C -0.989353 0.004665 0.090961 0.12 0.26 -0.44 -0.32
C -1.580647 -0.793440 -1.063341 0.12 -0.25 -0.23 -0.07
O -2.803358 0.046267 -0.973907 -0.02 -0.03 0.02 0.00
C -2.266740 0.657528 0.051337 -0.02 0.31 -0.01 -0.21
H 3.039138 0.845006 -0.687533 -0.05 -0.09 0.12 0.07
H 3.031319 0.815545 1.081274 -0.04 -0.07 -0.11 0.07
H 3.664756 -0.563973 0.176386 -0.13 0.09 0.01 0.07
H 1.351715 -1.066230 1.048986 0.02 0.06 -0.09 0.11
H 1.391471 -1.073519 -0.707442 -0.02 0.09 0.12 0.11
H 0.541466 1.291172 -0.712379 0.03 -0.03 0.05 0.12
H 0.458036 1.259843 1.041499 -0.05 -0.11 -0.09 0.12
H -1.855171 -0.407955 1.101734 -0.46 -0.15 0.41 0.08
H -1.893950 -1.826311 -0.856923 0.09 0.12 0.00 0.13
H -1.129285 -0.700130 -2.053035 -0.03 -0.04 0.07 0.13
H -2.761982 1.508007 0.507566 0.16 -0.06 0.01 0.14
H -2.940468 -0.400508 1.446649 0.02 -0.15 0.17 0.05


# 4
19
Properties=species:S:1:pos:R:3:forces:R:3:lowdin_charge:R:1 method="wB97M-V/def2-TZVPD" spin_multiplicity=1 charge=0 e_above_lowest_kj_mol=809.4 orbital_gap_ev=6.361 lumo_ev=-3.84
C 2.784696 -0.225086 -0.112143 -1.62 0.21 1.14 -0.11
O 0.781025 1.375705 -1.814548 -1.20 -0.56 0.11 -0.04
C 1.427623 -0.905393 0.256836 -0.14 0.61 -0.27 -0.24
C 0.472505 0.202155 0.808770 0.32 -0.02 -0.93 -0.21
C -0.846430 0.224374 0.038349 -1.09 1.86 -0.16 -0.24
C -3.215689 -0.178058 0.616634 -0.23 -1.09 -0.45 0.03
C -2.011858 -0.663539 0.324541 1.00 -0.41 0.62 -0.16
H 2.358714 0.559228 -0.752237 1.37 -0.32 -0.33 0.02
H 3.550075 -0.876076 -0.528949 -0.14 0.15 -0.15 0.07
H 3.121759 0.287161 0.792357 0.50 -0.15 -0.07 0.07
H 0.957516 -1.092511 -0.710747 0.21 -0.83 0.05 0.08
H 1.472182 -1.817778 0.848342 0.09 0.02 0.03 0.10
H 0.340083 0.329503 1.888320 0.09 -0.41 -0.16 0.12
H 0.947000 1.097208 0.392195 -0.16 0.21 0.78 0.07
H -1.324386 1.215845 0.060669 0.59 0.12 0.27 0.11
H -0.574774 0.202425 -1.067937 0.55 0.03 -0.53 0.11
H -3.514014 0.840864 0.457395 0.19 0.43 0.11 0.06
H -4.003515 -0.865638 0.914969 0.07 0.14 0.04 0.06
H -1.764585 -1.713971 0.477172 -0.38 0.00 -0.10 0.11


# 5
19
Properties=species:S:1:pos:R:3:forces:R:3:lowdin_charge:R:1 method="wB97M-V/def2-TZVPD" spin_multiplicity=1 charge=0 e_above_lowest_kj_mol=284.7 orbital_gap_ev=10.235 lumo_ev=0.89 smiles=CC1(O)CCCC1
C 1.843751 -0.938399 -0.161774 0.30 -0.11 -0.37 -0.02
C 0.667738 -0.058035 0.163681 -0.16 -0.33 -1.11 -0.44
O 0.664945 0.202802 1.612572 -0.65 -0.94 -0.24 -0.06
C 0.218921 1.273156 -0.379180 -0.02 0.05 -0.26 -0.14
C -1.310059 1.207890 -0.011960 -0.24 0.34 0.11 -0.16
C -1.624663 -0.275631 0.307189 -0.04 0.17 0.71 -0.23
C -0.662014 -0.910283 -0.604145 0.70 0.28 0.85 -0.13
H 2.484139 -0.544520 -0.941456 0.28 0.10 -0.09 0.08
H 1.362429 -1.844231 -0.524850 0.93 -0.27 -0.01 0.06
H 2.425752 -1.205768 0.728528 0.06 0.20 -0.29 0.08
H 1.553549 0.136404 2.003121 -0.43 -0.29 -0.71 0.10
H 0.689638 2.158199 0.060096 0.09 -0.26 0.02 0.11
H 0.417717 1.259621 -1.450990 -0.34 0.27 -0.13 0.11
H -1.511072 1.782675 0.888934 -0.02 0.38 -0.16 0.10
H -1.904511 1.590055 -0.844491 -0.10 -0.01 0.13 0.11
H -2.661550 -0.596709 0.299538 -0.18 0.27 -0.16 0.11
H -1.143412 -0.468661 1.275750 -1.38 0.02 0.23 0.10
H -0.982834 -0.821871 -1.655753 0.95 1.88 -0.22 0.12
H -0.528461 -1.946695 -0.764801 0.26 -1.75 1.70 0.07


# 6
19
Properties=species:S:1:pos:R:3:forces:R:3:lowdin_charge:R:1 method="wB97M-V/def2-TZVPD" spin_multiplicity=1 charge=0 e_above_lowest_kj_mol=102.9 orbital_gap_ev=10.957 lumo_ev=1.08 smiles="CCCCCC=O"
C -0.031170 1.897770 -1.410916 0.04 0.10 -0.11 -0.12
C -0.945949 0.716557 -1.120066 0.05 0.06 0.11 -0.26
C -0.695682 0.290453 0.334866 0.44 0.32 0.34 -0.23
C -0.734620 -1.220999 0.633539 0.06 0.03 0.08 -0.20
C 0.562095 -1.485433 1.387637 0.05 -0.14 -0.05 -0.17
C 1.703553 -0.858074 0.598417 0.31 -0.79 -0.40 -0.27
O 1.678324 -0.722844 -0.605362 0.38 -0.29 0.66 0.04
H -0.225774 2.703935 -0.691557 0.07 -0.05 -0.20 0.08
H 1.002702 1.560048 -1.282064 -0.11 0.22 -0.10 0.06
H -0.148473 2.288054 -2.424598 -0.01 0.02 0.09 0.07
H -1.998880 0.991430 -1.283351 0.21 -0.08 0.14 0.11
H -0.730095 -0.101668 -1.821397 0.06 0.13 0.30 0.10
H -1.340077 0.850601 1.011627 -0.35 -0.07 -0.01 0.11
H 0.342163 0.627491 0.660163 -1.61 0.14 -0.66 0.10
H -1.605765 -1.516853 1.230433 0.18 0.07 -0.10 0.11
H -0.748808 -1.825582 -0.281876 -0.02 0.30 0.09 0.11
H 0.807131 -2.549780 1.488263 -0.02 0.01 0.09 0.12
H 0.502985 -1.066441 2.402936 0.24 -0.03 -0.23 0.12
H 2.606341 -0.578664 1.173307 0.04 0.04 -0.01 0.12


| no. | HOMO energy (Eh) |
| --- | --- |
| 1 | -0.301 |
| 2 | -0.338 |
| 3 | -0.258 |
| 4 | -0.375 |
| 5 | -0.343 |
| 6 | -0.363 |